ORCA calculation (the ωB97M-V functional and the def2-TZVPD basis) on a structure of composition C27H33N2W in a non-equilibrium geometry.

Values from the calculation:
HOMO (alpha / beta): -0.325 / -0.356 Eh
total charge: +1
E_tot: -33320.6362 eV
⟨S²⟩: 2.1786
ΔE to the lowest compared entry with this formula, charge and spin: 10.831 eV
2S+1: 3

Geometry (Å):
C (1.697, 1.604, 0.191)
C (1.056, 1.836, -1.078)
C (1.750, 1.023, -2.094)
C (2.716, 0.231, -1.359)
C (2.744, 0.673, -0.004)
W (0.631, -0.214, -0.825)
C (-0.765, -2.619, 0.468)
C (-0.343, -1.317, 1.051)
H (-1.158, -0.694, 1.386)
C (0.980, -1.119, 1.483)
H (1.617, -1.985, 1.445)
H (1.181, -0.396, 2.261)
C (-1.930, -3.468, 1.266)
H (-2.642, -2.748, 1.682)
H (-2.370, -4.309, 0.647)
H (-1.443, -3.919, 2.139)
C (0.358, -3.229, -0.367)
H (1.087, -2.484, -0.854)
H (0.918, -3.957, 0.243)
H (-0.008, -3.787, -1.246)
C (-0.004, 2.846, -1.295)
H (-0.214, 3.424, -0.386)
H (0.300, 3.535, -2.090)
H (-0.938, 2.363, -1.571)
C (1.898, 1.257, -3.559)
H (1.023, 1.425, -4.162)
H (2.482, 2.150, -3.796)
H (2.355, 0.423, -4.083)
C (3.776, -0.620, -1.963)
H (3.369, -1.282, -2.725)
H (4.567, -0.022, -2.431)
H (4.262, -1.245, -1.210)
C (3.852, 0.404, 0.972)
H (4.295, -0.599, 0.855)
H (4.689, 1.109, 0.810)
H (3.558, 0.557, 2.026)
C (1.551, 2.437, 1.438)
H (1.178, 1.870, 2.309)
H (2.533, 2.852, 1.725)
H (0.888, 3.297, 1.284)
C (-0.355, 0.171, -2.796)
C (-1.823, -2.635, -0.274)
C (-0.594, -1.106, -3.238)
C (-2.804, -2.379, -1.140)
H (-0.470, 0.966, -3.473)
C (-1.758, -1.907, -3.457)
H (0.269, -1.509, -3.770)
C (-2.775, -2.255, -2.596)
H (-3.771, -2.400, -0.613)
H (-2.012, -1.961, -4.517)
H (-3.812, -2.300, -2.955)
N (-3.573, 3.092, 6.363)
C (-3.414, 2.626, 5.298)
C (-3.230, 2.058, 3.983)
C (-2.217, 2.534, 3.142)
C (-2.101, 1.983, 1.860)
N (-2.844, 0.950, 1.457)
C (-3.854, 0.533, 2.229)
C (-4.055, 1.025, 3.528)
H (-1.514, 3.299, 3.468)
H (-1.373, 2.397, 1.153)
H (-4.531, -0.223, 1.817)
H (-4.824, 0.586, 4.160)